(1)
Density functional theory data (the ωB97M-V functional and the def2-TZVPD basis) for one molecule with the formula C2H4OS at a distorted geometry.

Values from the calculation:
DFT total energy in eV: -15020.69714
Energy relative to the best compared isomer or geometry (same formula, charge and spin) in kJ/mol: 74.15
E_LUMO in eV: 0.9
Gap between HOMO and LUMO in eV: 10.235
SMILES: O=CCS

The geometry in XYZ format:
```
8
C2H4OS, DFT the ωB97M-V functional and the def2-TZVPD basis
C -0.91534 -0.09661 -0.12292
S 1.75545 -0.65937 -0.09665
H 0.36107 1.01607 0.99126
H 0.41477 1.42497 -0.72724
H -1.74569 0.62915 -0.37814
H 0.89770 -1.60744 0.28938
O -1.15902 -1.27501 -0.01942
C 0.39107 0.56824 0.06374
```

***

(2)
Density functional theory data (the ωB97M-V functional and the def2-TZVPD basis) for C32H57CrN4OP2S as an isolated structure at a distorted geometry.

Values from the calculation:
DFT total energy in eV: -99944.61634
Spin multiplicity: 5
Energy relative to the best compared isomer or geometry (same formula, charge and spin) in kJ/mol: 154.31
E_LUMO (alpha / beta) in eV: -2.7 / -3.9
Gap between HOMO and LUMO (alpha / beta) in eV: 3.801 / 6.210
Charge: +1

The geometry in XYZ format:
```
98
C32H57CrN4OP2S, DFT the ωB97M-V functional and the def2-TZVPD basis
H 4.91173 0.12316 1.82706
H -6.30326 0.52015 3.51217
C -1.73827 -1.50232 -0.12782
C -3.56887 2.22573 -1.72949
Cr -0.45700 -0.07478 0.02060
C 2.41966 0.67553 0.47465
H -4.82042 -0.17471 -2.45607
N -4.41717 -0.61320 1.33521
C -0.41337 -3.58954 2.60056
H -1.67907 3.46938 -3.98400
H -3.25130 2.23742 -4.37338
H 3.40250 -1.07190 3.11025
H 5.16313 -0.15459 0.07721
H -3.52378 2.03336 -0.64398
H -1.15099 -2.77411 2.64563
H 3.39155 -1.33702 0.96066
H -4.36384 2.19347 2.98943
H 0.17250 -4.76775 0.45699
H -4.29224 0.79761 -4.27226
O -2.53428 -2.37584 -0.07988
H -3.02669 3.15984 -1.94474
C -0.63856 -0.67567 -3.14901
C -3.28493 1.19143 -4.04003
P -1.16879 0.81255 -2.11033
H -6.43627 -0.55686 0.77783
C -5.93813 0.74472 2.48698
H -0.16055 -3.89637 3.62388
C 4.99172 0.62063 0.84505
C 2.20983 -1.33669 -0.83976
H -0.35209 -1.57770 4.41804
H -0.90275 2.14625 -4.91065
H 3.51965 3.58194 1.03280
C -3.78978 -0.23043 -2.05812
C -5.80378 -0.55735 1.69619
H -0.53981 0.63586 3.78718
H -0.04401 -3.15070 -0.26305
C -3.70525 0.52666 1.77395
H 2.51507 -4.58884 1.71762
P 0.90447 -1.26726 1.63265
H 4.17295 -2.15024 -1.25407
H -3.33855 -1.16522 -2.42734
C -0.12358 3.35857 -1.70449
H 3.08950 0.68512 3.16087
C -3.02558 1.02192 -2.52834
H 2.89928 -3.03920 2.52582
C 2.89819 -2.13569 -3.01547
H 1.62954 1.24134 -2.24036
H 1.27491 1.14497 -3.99963
C -0.19714 2.29836 -2.82713
N 0.97550 -1.02135 -1.33961
H -4.62902 2.38389 -2.00155
H 3.00690 -0.27440 4.65602
H 5.89115 1.26140 0.87271
H -6.63671 1.43668 1.97168
H 0.52131 1.41056 2.59355
H 0.00968 3.62390 -4.51784
C 1.27416 -0.52453 3.37415
C 0.74013 -1.44427 4.49173
C 2.10900 -3.78842 2.36108
H 4.50288 2.64659 2.21157
S -2.08196 0.99813 1.55988
H 1.88745 2.66001 -3.28794
H 2.72418 2.47833 2.19186
H 0.98534 1.39404 4.32676
H -1.42597 -1.42768 -2.94932
H -2.56275 0.61018 -4.63883
C 1.63877 -1.76947 -3.52090
H 3.64614 -2.58695 -3.67520
C 0.69480 -1.19297 -2.66466
C 2.78274 -0.28741 3.57281
H 1.22304 -2.43365 4.50892
H 3.99510 1.35133 -1.66567
C 3.61427 2.61573 1.55474
H -0.84413 3.16221 -0.89468
C 0.82334 -3.17900 1.76784
C 2.45503 -0.90991 0.57553
H 1.58415 -3.89006 -0.18242
H 0.89716 3.38866 -1.28376
H -6.05775 -1.44765 2.31415
C 1.23064 1.78955 -3.10564
H 1.87137 -4.23973 3.34278
C 3.75551 1.47997 0.51723
H -4.12444 -1.41707 0.82956
C 0.51133 0.81211 3.51366
N 1.28999 1.21893 0.26059
H 0.95062 -0.95600 5.46120
H 3.14418 2.81693 -1.09419
H 1.39365 -1.91229 -4.57683
C 0.62953 -3.76649 0.35109
C 3.19385 -1.89963 -1.67213
H 4.92254 2.67605 -0.89646
N -4.60469 1.31729 2.50969
H -0.36070 4.35045 -2.13509
C 3.96710 2.12006 -0.87335
H -0.89560 -4.45148 2.10239
C -0.74154 2.91013 -4.12979
H -0.61185 -0.49114 -4.23660
H -3.84151 -0.28352 -0.96056
```

***

(3)
Density functional theory data (the ωB97M-V functional and the def2-TZVPD basis) for C10H30B3F12O5S5Y as an isolated structure at a distorted geometry.

Values from the calculation:
DFT total energy in eV: -110972.83737
Energy relative to the best compared isomer or geometry (same formula, charge and spin) in kJ/mol: 0.00
E_LUMO in eV: -0.2
Gap between HOMO and LUMO in eV: 8.469

The geometry in XYZ format:
```
66
C10H30B3F12O5S5Y, DFT the ωB97M-V functional and the def2-TZVPD basis
O -2.06519 0.01128 1.78253
F -4.12351 1.56737 0.40109
H -1.69368 1.01321 4.70930
C -0.11365 -0.64856 -4.31184
C -2.38452 0.58850 -3.75873
H 4.72968 -1.34082 -2.16199
H -0.28806 -4.57333 0.60370
H -2.61048 0.75650 -4.81173
H -1.13258 -0.58294 4.24679
S 0.53584 -2.82290 2.09055
H 2.27938 4.18102 -2.67833
O 1.49075 -0.37897 -0.83026
H -3.03131 1.24870 -3.18089
H 0.91944 -0.90587 -4.07815
S -2.96150 -0.23481 2.95298
H -0.75898 4.63228 -0.66134
H 1.05215 -3.76400 -0.07499
F -0.54758 -1.83001 -1.12696
C 1.63279 3.37498 -2.33148
F -2.34766 -2.65468 -2.17777
H 0.57063 5.81107 -0.83514
F -3.66047 2.53334 -1.63337
F -0.30640 1.70693 1.97017
C -2.02305 -0.00150 4.48576
H 2.63529 -3.62132 2.93494
H -0.14980 -0.49133 -5.38983
H 2.50879 -1.93603 3.28805
B -1.90385 -1.98939 -1.03434
H -3.92587 -2.26936 3.97867
H 4.26587 -0.66993 0.75077
S 1.46127 3.48727 -0.52566
H 3.10586 -1.97992 -2.63213
F -2.12685 1.78741 -0.13503
C 0.25821 4.88156 -0.35922
F -2.17000 -2.85246 0.08649
H -2.56308 -0.40974 5.34005
H 2.88734 -2.40482 1.62629
H 0.68612 3.35744 -2.87150
O 0.70636 2.21719 -0.19652
Y -0.42640 0.30291 0.20912
C 0.69381 -4.17982 0.86671
C 4.03029 0.25630 0.22665
H 0.27690 5.26061 0.66258
F 1.36706 0.28703 1.73388
C 2.30799 -2.67245 2.50994
C -3.28444 -2.06405 3.12163
B -3.32054 2.39275 -0.29559
C 3.73252 -1.61558 -1.81809
B 0.91762 1.37549 2.49688
H -2.41839 -2.70481 3.28741
F -2.34241 -0.73866 -0.80453
H 1.32469 -4.94227 1.32361
H 2.10358 2.43279 -2.61207
S -0.60743 0.89529 -3.47493
O -0.32533 0.62344 -2.01838
F 0.67435 1.05882 3.79025
F 1.71216 2.40323 2.33330
O -0.05511 -1.62566 1.33689
H -3.92251 -2.41976 2.31266
H -2.61864 -0.42968 -3.44791
H -0.77351 -1.45747 -3.99822
F -3.26774 3.59612 0.38970
H 3.61053 0.98911 0.91578
S 2.92734 -0.06618 -1.28179
H 4.97711 0.61073 -0.18081
H 3.86889 -2.36176 -1.03533
```

***

(4)
Density functional theory data (the ωB97M-V functional and the def2-TZVPD basis) for one molecule with the formula C8H10ClN3O at a distorted geometry.

Values from the calculation:
DFT total energy in eV: -27495.98885
Energy relative to the best compared isomer or geometry (same formula, charge and spin) in kJ/mol: 196.61
E_LUMO in eV: -0.2
Gap between HOMO and LUMO in eV: 9.135
SMILES: CCCNC(=O)c1cnc(Cl)cn1

The geometry in XYZ format:
```
23
C8H10ClN3O, DFT the ωB97M-V functional and the def2-TZVPD basis
O 1.24045 -1.26936 2.55548
H 0.86240 2.83714 -2.23126
H 2.30759 2.03074 -0.45553
N 0.73871 0.45031 1.00374
C -0.50527 -2.94625 1.34699
H -0.01042 4.10803 -1.19588
N -1.02254 -1.23058 -0.20260
C 0.38763 1.21336 -0.20063
H -2.39124 -1.84017 -1.74132
C 0.70613 -0.91376 1.53136
C -0.39109 -1.72337 0.86424
H 0.34555 0.52180 -1.15561
C 1.01131 3.44282 -1.35511
H 1.80467 4.21047 -1.36960
H 1.07963 2.88887 0.62710
H -0.68064 1.77606 -0.10631
Cl -3.01184 -4.49552 -0.93044
C 1.29607 2.45486 -0.28109
N -1.37949 -3.73414 0.70589
H 1.27984 1.06814 1.72193
C -2.02843 -3.37171 -0.40008
H 0.09782 -3.34828 2.21613
C -1.73682 -2.12943 -0.94740
```

***

(5)
Density functional theory data (the ωB97M-V functional and the def2-TZVPD basis) for C20H49AsCoN5O3SSi3 as an isolated structure at a distorted geometry.

Values from the calculation:
DFT total energy in eV: -168059.63744
Spin multiplicity: 4
Energy relative to the best compared isomer or geometry (same formula, charge and spin) in kJ/mol: 121.50
E_LUMO (alpha / beta) in eV: -1.7 / -1.7
Gap between HOMO and LUMO (alpha / beta) in eV: 6.893 / 7.612
Charge: +1

The geometry in XYZ format:
```
83
C20H49AsCoN5O3SSi3, DFT the ωB97M-V functional and the def2-TZVPD basis
As -1.43492 -0.97435 -0.51577
N 1.47702 4.48687 -0.65541
Si -3.72232 -1.63324 -0.26624
H -5.82188 -2.08457 -1.53023
H 2.75697 6.20440 -2.57494
H -1.05279 -0.21426 6.26824
C -1.67762 -1.23084 4.03622
H -3.53022 2.93420 -0.72547
N -0.52180 -0.37515 4.26880
C -4.77424 -1.95148 -1.80678
H -4.78050 -3.44290 1.11798
H 5.89394 -2.15433 1.64932
H 0.67163 -4.78069 -0.79953
H 1.07540 1.82327 3.86576
H -2.39632 3.88957 -1.69583
O 2.14119 1.14236 2.29840
C 3.32924 0.40951 2.04557
H -3.19509 2.13575 -3.48773
N 4.24945 -1.36004 0.62350
H -2.29854 3.94043 0.07585
H -3.15729 -3.06413 1.70234
H -2.59864 -0.64363 4.00053
H -0.83307 1.34294 5.45995
N -1.57583 2.16555 -0.78138
H -1.75281 -1.96662 4.83614
O 2.15749 -0.65143 0.21063
H -3.37056 -4.05205 0.25607
H 4.08269 1.14630 1.75944
H 4.47525 6.33768 -2.19891
Si -1.71491 0.78416 -2.01071
C 3.19231 -0.58062 0.88252
C 2.60212 3.86223 -0.98552
C 4.19007 -2.29965 -0.48908
H 1.35573 5.46980 -0.83263
H -4.83391 0.59701 0.04148
H -0.80325 -4.40974 0.09449
H 0.57612 0.36293 5.91361
C 0.95938 -2.18781 -2.78666
H 1.51424 -1.41026 -2.25795
H 2.12571 0.44202 4.25066
H 0.62913 -1.77956 -3.74272
H 4.68417 -3.22552 -0.19695
H 0.76399 3.96386 -0.13352
H 3.28996 6.58818 -0.91702
H 3.15330 -2.49758 -0.73807
C -1.73910 -3.66190 -2.88014
H -2.21279 -2.97404 -3.58305
H -2.52145 -4.14378 -2.29104
C -0.44767 0.32331 5.54363
H 4.40609 4.07669 -1.80511
H 0.68814 1.10889 -2.50127
C 0.28223 -0.07615 3.23897
N 3.59803 4.59197 -1.50503
C -2.50537 3.30181 -0.78173
H -0.28483 2.16687 -3.52141
C -4.49412 -0.19775 0.70983
C 0.05923 -3.96667 -0.40856
H 1.64031 -3.01430 -2.99868
H 6.28198 -0.91002 0.45498
H 5.57396 -0.45346 2.00195
H -3.37969 0.41709 -3.82395
H 4.69334 -1.88536 -1.36556
H -4.17414 1.12159 -2.41928
C -0.55154 2.09755 -0.00199
H -0.11994 0.45717 -3.92962
C -3.26573 1.15115 -3.02370
H 0.64053 -3.42638 0.34306
Si -0.51504 -2.76157 -1.75284
H -3.74480 0.23068 1.37988
O 0.11629 -0.51733 2.10206
C -0.22205 1.16092 -3.10161
H -4.71608 -1.12102 -2.51115
S 2.85407 2.19617 -0.78264
Co 0.73573 0.82832 0.42483
H -4.45212 -2.85265 -2.32861
C 1.45256 0.86580 3.50061
C 5.56309 -1.20672 1.22193
H -5.35093 -0.50984 1.30856
H -1.23852 -4.43828 -3.46210
H -1.55118 -1.73237 3.08195
H 3.65100 -0.11707 2.94644
C -3.76536 -3.19450 0.80514
C 3.51589 6.00657 -1.81319
```

***

DFT total energy of number 2 (C32H57CrN4OP2S)?
-99944.61634 eV